Record 1
ORCA calculation (the ωB97M-V functional and the def2-TZVPD basis) on 2 unconnected molecules or ions with the total composition C6H18BrN3O2P2 at a distorted geometry.

The calculation puts the LUMO energy at 0.52 eV. Its spin multiplicity is 1. Its total charge is 0. The orbital gap comes out at 8.47 eV. The largest force on an atom is 2.134 eV Å⁻¹.

Positions of all 32 atoms, in Å:
N: 4.1290 -0.0635 -2.2058
P: 3.8441 1.4891 -3.0137
O: 3.7799 2.7170 -1.8203
P: 1.8427 1.2981 -3.9783
N: 1.4319 -0.3858 -3.7181
C: 0.6402 2.4311 -3.0841
C: -0.6374 1.7279 -2.5223
C: -0.3090 1.1685 -1.0912
Br: -1.2195 -0.5674 -0.7878
H: 4.8718 0.0382 -1.5197
H: 3.2638 -0.3079 -1.7232
H: 4.3363 2.4204 -1.0982
H: 1.3562 -0.8758 -4.5963
H: 0.6290 -0.5351 -3.1177
H: 0.2888 3.1740 -3.8311
H: 1.0957 3.0268 -2.2682
H: -1.4352 2.4863 -2.4209
H: -0.9638 0.9097 -3.1905
H: 0.7891 1.0501 -1.0058
H: -0.5828 1.9087 -0.3186
C: -3.5122 -1.1719 3.4183
N: -2.3408 -1.8721 2.9293
C: -1.3536 -2.4698 3.6492
C: -1.4532 -2.4202 5.1521
O: -0.4267 -3.0224 3.0792
H: -4.4063 -1.6678 3.0349
H: -3.4920 -0.1459 3.0452
H: -3.5500 -1.1568 4.5029
H: -2.2093 -1.9438 1.9329
H: -0.5987 -2.9363 5.5816
H: -1.4439 -1.3854 5.4985
H: -2.3642 -2.9181 5.4880

Force components x, y, z for each atom (eV/Å):
-1.4 1.6 -0.1
1.9 -0.1 0.1
-0.8 -0.9 -0.4
-0.1 -0.5 -0.4
-0.2 1.3 0.5
-1.0 0.2 0.3
0.6 0.0 0.7
0.3 0.6 -0.8
0.4 0.8 0.1
0.1 -0.1 -0.2
0.3 -0.5 0.1
0.1 0.1 0.3
-0.2 0.0 0.0
0.1 -0.4 0.0
0.4 -0.5 0.2
0.1 -0.4 -0.4
0.2 -0.5 -0.2
0.0 0.5 0.3
-0.6 -0.5 0.0
-0.2 -0.7 -0.3
0.1 -0.1 -0.5
0.0 -0.1 0.4
0.2 -0.1 -0.3
0.0 0.0 0.1
0.0 0.0 0.1
-0.1 0.1 0.2
-0.2 0.0 0.1
0.1 0.0 0.0
0.0 0.1 0.0
0.0 0.0 -0.1
-0.1 0.0 0.1
0.0 0.1 0.1

Record 2
ORCA calculation (the ωB97M-V functional and the def2-TZVPD basis) on a molecular structure, C6H18ClCoN6O16 at a distorted geometry.

The calculation puts the LUMO energy (spin up / spin down) at -8.09 / -9.13 eV. Its spin multiplicity is 4. Its total charge is +1. The orbital gap (spin up / spin down) comes out at 4.70 / 3.66 eV. The largest force on an atom is 6.611 eV Å⁻¹. The energy relative to the best compared isomer or geometry (same formula, charge and spin) comes out at 0.000 eV.

Positions of all 48 atoms, in Å:
Co: 1.1103 3.3447 -1.4482
Cl: 1.2539 -0.1337 -0.3758
O: 0.1983 -0.6852 -1.1978
O: 0.8951 -0.4058 0.9572
O: 2.4064 -0.7763 -0.7977
O: 1.4039 1.2547 -0.6918
C: -1.3922 -1.2346 3.4346
N: -2.3160 -0.7692 4.4733
O: -2.3089 -1.4008 5.5247
O: -3.1817 -0.0046 4.1141
H: -0.5302 -1.5419 4.0267
H: -1.3000 -0.5055 2.6296
H: -1.8945 -2.1271 3.0615
C: -1.6302 4.1735 2.0342
N: -1.2981 3.0744 1.0726
O: -1.8266 1.9613 1.1774
O: -0.4220 3.2994 0.2327
H: -2.5940 4.1325 2.5417
H: -1.5398 5.1392 1.5367
H: -0.9507 3.9477 2.8559
C: -0.8805 -3.9853 -1.7227
N: -0.5818 -4.9638 -0.6550
O: -1.1940 -4.8662 0.3473
O: 0.1656 -5.8623 -0.9129
H: -1.9409 -3.7357 -1.7574
H: -0.7385 -4.4694 -2.6889
H: -0.3117 -3.0694 -1.5621
C: -2.5489 1.3565 -3.6594
N: -2.0780 1.8365 -2.3476
O: -2.8626 1.7619 -1.4357
O: -0.9040 2.1422 -2.2696
H: -2.8814 2.2110 -4.2487
H: -3.3321 0.5984 -3.6643
H: -1.6557 0.9488 -4.1330
C: 2.7137 0.6617 3.7241
N: 2.9902 2.1044 4.0216
O: 2.2772 2.8769 3.4975
O: 3.8937 2.4839 4.7831
H: 3.3161 0.0481 4.3939
H: 3.0332 0.5246 2.6910
H: 1.6621 0.3947 3.8290
C: 2.2194 -1.5961 -3.9733
N: 2.9502 -1.1579 -5.2198
O: 3.9885 -0.4938 -5.0796
O: 2.5451 -1.5415 -6.2957
H: 2.8047 -2.0875 -3.1961
H: 1.3317 -2.2122 -4.1169
H: 1.9356 -0.6512 -3.5101

Force components x, y, z for each atom (eV/Å):
-2.2 -3.5 1.9
-3.4 -5.4 -1.5
-0.6 1.3 -0.3
0.6 1.4 1.3
3.1 -0.4 0.2
0.4 5.5 -0.6
0.4 -0.5 0.4
-1.4 -1.5 0.2
0.3 1.0 -0.5
-0.1 0.9 0.4
0.4 0.1 -0.8
0.3 -0.1 0.4
0.2 0.0 -0.1
0.0 0.0 0.5
-2.1 -3.1 0.5
1.4 3.1 0.0
1.1 1.0 -0.8
-0.3 -0.8 -0.8
0.5 -0.3 0.2
0.5 0.6 -0.1
-0.5 0.4 -1.2
-0.4 -0.2 -2.0
-1.3 0.7 2.8
1.3 -0.7 -0.5
0.0 0.0 0.8
0.8 0.1 0.2
0.1 -0.2 -0.1
0.7 -0.2 -1.6
-2.4 -1.8 0.5
0.8 0.8 -0.1
1.9 1.3 0.0
0.0 0.1 0.2
0.1 0.3 0.8
-0.2 0.0 -0.1
1.0 -0.5 0.3
2.3 -0.5 2.7
-2.5 2.1 -2.1
-0.9 -1.7 -1.0
0.0 0.2 -0.1
-0.1 -0.1 0.1
0.1 0.6 0.0
-0.5 0.9 0.9
1.7 -0.8 -0.1
-1.7 -0.6 0.4
-0.4 0.2 0.4
0.8 0.1 -0.7
0.2 0.2 -0.8
-0.2 -0.1 0.0

Record 3
ORCA calculation (the ωB97M-V functional and the def2-TZVPD basis) on 2 unconnected molecules or ions with the total composition C6H18ClPSi2 at a distorted geometry.

The calculation puts the LUMO energy (spin up / spin down) at -2.96 / -2.88 eV. Its spin multiplicity is 1. Its total charge is 0. The orbital gap (spin up / spin down) comes out at 6.46 / 6.57 eV. The largest force on an atom is 5.051 eV Å⁻¹. The energy relative to the best compared isomer or geometry (same formula, charge and spin) comes out at 2.187 eV.

Positions of all 28 atoms, in Å:
C: -2.3878 0.1331 1.2358
C: -1.1857 -2.6079 2.2860
C: 0.4777 0.0961 2.5244
C: -0.9090 0.0838 -2.7680
C: 2.1580 -0.0875 -2.8340
C: 0.6628 1.7096 -0.5712
Si: -0.7688 -0.9447 1.5267
Si: 0.6920 0.1841 -1.6999
P: 0.3595 -1.6674 -0.3219
Cl: 3.3136 -0.5529 0.5360
H: -2.2757 0.9639 0.6793
H: -3.1712 -0.4256 0.7372
H: -2.9751 0.5563 2.1071
H: -1.9255 -2.5427 3.0822
H: -1.4295 -3.3911 1.4711
H: -0.2078 -2.9197 2.7511
H: 0.1856 1.0908 2.3741
H: 0.4837 -0.0518 3.5948
H: 1.5429 0.0739 2.1346
H: -1.0262 -0.7164 -3.5259
H: -1.7299 -0.1504 -2.1320
H: -1.0008 0.9753 -3.3852
H: 2.5071 0.7452 -3.4696
H: 2.8309 -0.5013 -2.0786
H: 1.8677 -0.8835 -3.5490
H: -0.2790 1.7421 0.0274
H: 1.4432 1.5461 0.0152
H: 0.6389 2.6291 -1.1110

Force components x, y, z for each atom (eV/Å):
-0.8 -2.5 2.3
1.0 -1.0 -0.8
1.3 -1.1 -0.9
0.9 -0.9 -0.6
-0.7 -0.6 0.0
-4.4 -0.7 -2.3
-0.7 1.2 1.0
-1.3 0.3 -0.8
1.8 0.8 -0.3
-1.5 -0.6 -0.5
0.9 2.8 -2.2
0.0 -0.5 -0.3
1.2 -0.8 -0.2
-0.2 -0.2 -0.2
0.1 1.2 1.5
-0.9 0.0 -0.4
-0.6 1.7 -0.2
-0.1 -0.4 0.3
-1.3 -0.4 0.5
0.8 0.0 0.4
-1.1 0.7 0.6
-0.4 0.4 0.5
0.1 -0.2 0.9
0.9 0.3 -0.7
0.1 0.2 0.5
0.7 -0.3 -0.3
3.6 0.0 2.8
0.6 0.7 -0.5

Record 4
ORCA calculation (the ωB97M-V functional and the def2-TZVPD basis) on a molecular structure, C6H18F2O3Pb2 at a distorted geometry.

The calculation puts the LUMO energy at -11.28 eV. Its spin multiplicity is 1. Its total charge is +2. The orbital gap comes out at 1.65 eV. The largest force on an atom is 2.725 eV Å⁻¹. The energy relative to the best compared isomer or geometry (same formula, charge and spin) comes out at 0.000 eV.

Positions of all 31 atoms, in Å:
Pb: -12.9042 13.5103 27.6108
Pb: -7.4313 11.9438 24.9631
F: -9.0124 15.6455 26.7411
F: -11.5531 12.6089 23.6234
C: -14.2776 17.2225 19.2448
C: -13.3395 17.7253 20.2821
O: -12.2315 16.8202 20.2842
H: -13.7822 17.4605 18.3035
H: -15.2603 17.6936 19.2643
H: -14.3303 16.1527 19.4467
H: -13.8373 17.7477 21.2516
H: -13.0400 18.7656 20.1553
H: -12.4219 16.1092 20.9005
C: -12.3348 8.7775 17.5053
C: -12.4631 10.1017 18.2181
O: -13.3378 9.8544 19.3155
H: -11.5162 8.8644 16.7909
H: -13.2434 8.5418 16.9511
H: -12.0376 7.9851 18.1923
H: -13.0262 10.8422 17.6500
H: -11.5533 10.5809 18.5796
H: -12.9479 10.4046 19.9988
C: -9.7777 5.6860 24.7691
C: -10.0203 6.8365 23.8142
O: -8.7906 7.4232 23.6687
H: -8.9520 5.0688 24.4149
H: -10.6722 5.0895 24.9482
H: -9.4915 6.0359 25.7610
H: -10.7605 7.5527 24.1708
H: -10.3411 6.4814 22.8349
H: -8.3794 6.7892 23.0766

Force components x, y, z for each atom (eV/Å):
0.5 0.3 -1.1
-0.7 0.8 -0.2
-0.2 -1.3 -0.2
0.3 0.0 1.4
0.0 0.4 -0.4
-0.3 0.0 1.1
0.6 0.7 0.3
-0.4 -0.6 -0.3
0.0 -0.1 0.0
-0.4 0.0 -0.6
0.0 -0.3 0.4
0.5 -0.2 -0.4
0.0 0.0 0.0
1.1 0.6 -0.6
-1.4 -0.2 -0.1
0.4 0.3 1.2
0.0 -0.1 -0.3
0.0 -0.1 0.3
-0.3 0.0 0.1
0.5 0.1 -0.8
0.4 -0.4 -0.2
-0.6 -0.1 0.5
-1.0 -0.3 0.6
-1.4 -1.4 0.6
1.9 1.7 -0.9
-0.2 -0.2 -0.1
0.0 -0.3 -0.3
0.1 0.3 0.0
0.1 0.0 0.1
-0.5 -0.1 0.0
0.9 0.4 -0.1

Record 5
ORCA calculation (the ωB97M-V functional and the def2-TZVPD basis) on a molecular structure, C6H18F9FeN6O15S3 at a distorted geometry.

The calculation puts the LUMO energy (spin up / spin down) at -0.13 / -2.26 eV. Its spin multiplicity is 6. Its total charge is 0. The orbital gap (spin up / spin down) comes out at 9.97 / 7.81 eV. The largest force on an atom is 2.833 eV Å⁻¹. The energy relative to the best compared isomer or geometry (same formula, charge and spin) comes out at 0.670 eV.

Positions of all 58 atoms, in Å:
Fe: -13.2408 20.0174 0.8882
C: -11.0541 18.8152 -2.5773
F: -11.2991 19.8442 -3.3500
F: -12.1388 18.0189 -2.3873
F: -10.1813 17.9777 -3.1390
S: -10.4247 19.3962 -0.8623
O: -11.6260 19.9902 -0.2372
O: -9.9187 18.2461 -0.1509
O: -9.3906 20.3373 -1.2286
C: -9.9892 22.7331 1.6829
F: -9.9089 22.8120 0.3740
F: -9.5744 21.5250 2.0466
F: -9.3117 23.7432 2.2028
S: -11.8207 22.8533 2.2138
O: -12.2671 24.1064 1.6441
O: -12.4019 21.6630 1.5524
O: -11.9039 22.8668 3.6587
C: -17.0157 18.8384 2.8845
F: -17.7304 18.1440 3.7688
F: -17.7148 19.1349 1.8014
F: -16.6434 19.9607 3.4965
S: -15.4711 17.8575 2.3862
O: -15.9319 16.7822 1.5324
O: -14.5965 18.7629 1.6082
O: -14.8688 17.4120 3.6355
O: -14.1890 19.5860 -0.8972
H: -14.1849 20.2499 -1.6030
H: -14.8250 18.9086 -1.1590
O: -11.9250 19.1129 2.2483
H: -11.5030 18.2525 2.1351
H: -11.7830 19.3558 3.1762
O: -12.7557 17.5105 0.2193
H: -13.1181 17.3194 -0.6498
H: -12.2216 16.7371 0.4348
C: -13.0753 22.9893 -1.7955
O: -13.3119 21.9908 -1.0795
N: -13.4575 22.9573 -3.1050
N: -12.7255 24.1698 -1.2658
H: -14.1418 22.2686 -3.3513
H: -13.5612 23.8303 -3.5965
H: -12.6337 24.2270 -0.2535
H: -12.6085 24.9834 -1.8394
C: -15.8211 22.1478 1.2853
O: -15.0502 21.2393 0.9916
N: -15.9458 22.6041 2.5389
N: -16.4732 22.8825 0.3171
H: -16.6279 23.3010 2.7516
H: -15.3100 22.1047 3.1587
H: -17.3232 23.3971 0.4141
H: -16.0985 22.5644 -0.5662
C: -13.5147 20.4865 4.7572
O: -13.8919 20.7036 3.5956
N: -13.2233 21.4917 5.6226
N: -13.1833 19.2257 5.1854
H: -13.0959 21.1939 6.5706
H: -13.0468 22.4153 5.2672
H: -12.9083 19.1758 6.1473
H: -13.5665 18.4790 4.6112

Force components x, y, z for each atom (eV/Å):
-0.4 0.5 0.8
0.7 -1.3 2.1
-0.4 -0.1 -0.3
-0.6 0.8 -0.5
0.5 0.7 -0.2
2.0 -0.2 -0.6
0.1 0.2 -0.6
-0.9 -0.1 -0.2
-1.2 -0.1 0.1
-2.1 -0.2 0.1
0.0 0.2 -0.5
0.7 0.2 0.5
0.4 -0.4 0.4
0.0 1.0 0.3
0.0 -0.3 -0.6
0.4 0.5 0.5
0.6 -0.6 -0.7
1.5 -0.3 0.4
-0.1 -0.1 -0.6
-0.4 0.0 0.0
-0.1 0.2 -0.1
0.6 -2.1 -0.3
-0.4 0.9 0.5
-0.7 0.4 0.4
-0.4 0.9 -0.5
-0.5 -0.6 -1.1
0.5 0.5 0.4
0.0 -0.1 0.6
0.5 -0.3 0.7
-0.1 0.1 -0.4
-0.4 0.3 -0.1
-0.1 -0.5 0.1
0.1 0.0 0.0
0.1 0.1 -0.1
-2.2 -0.9 1.5
0.5 0.7 -1.1
0.5 0.6 -0.8
0.4 0.0 -0.1
0.1 -0.2 0.0
0.1 0.0 0.0
0.3 0.0 0.0
0.1 0.1 0.1
-0.2 1.9 0.5
0.1 -0.4 -0.6
0.5 -1.1 -0.3
1.3 -1.5 -0.5
0.2 0.2 0.5
-0.4 0.3 0.6
-0.1 0.0 0.1
-0.8 0.4 -0.3
0.8 0.5 -1.1
-0.2 -0.2 0.8
-0.8 -1.0 0.3
-0.2 1.1 -0.6
0.3 0.7 0.2
0.1 0.0 0.1
0.0 -0.8 0.0
-0.2 -0.3 0.6

Record 6
ORCA calculation (the ωB97M-V functional and the def2-TZVPD basis) on 3 unconnected molecules or ions with the total composition C6H18FNO6S.

The calculation puts the LUMO energy at 0.55 eV. Its spin multiplicity is 1. Its total charge is 0. The orbital gap comes out at 10.84 eV. The largest force on an atom is 0.622 eV Å⁻¹.

Positions of all 33 atoms, in Å:
C: -2.3769 -0.4439 -0.9723
N: -2.7344 0.6217 -1.9520
C: -4.1588 1.0219 -1.9124
O: -4.9067 -0.1782 -1.9494
O: -6.2222 0.1329 -1.5049
S: -1.8327 1.9861 -1.7462
O: -1.9398 2.7976 -2.8995
O: -1.9635 2.5508 -0.4500
F: -0.4256 1.2974 -1.7741
H: -2.2505 -0.0484 0.0388
H: -3.1597 -1.1903 -0.9850
H: -1.4508 -0.9120 -1.2916
H: -4.3698 1.6203 -2.8002
H: -4.4192 1.5994 -1.0178
H: -6.1551 0.0053 -0.5458
C: 2.1816 -1.7497 -0.1391
C: 2.1319 -1.8316 -1.6527
O: 0.9220 -1.2844 -2.1713
H: 1.3338 -2.2790 0.2984
H: 3.1037 -2.1896 0.2453
H: 2.1293 -0.7119 0.1975
H: 2.1622 -2.8670 -1.9894
H: 2.9897 -1.3104 -2.0908
H: 0.8832 -0.3611 -1.9024
C: 3.5971 0.2821 4.3235
C: 3.5366 0.2029 2.8099
O: 2.3220 0.7544 2.3012
H: 2.7509 -0.2461 4.7632
H: 4.5202 -0.1576 4.7037
H: 3.5534 1.3213 4.6576
H: 3.5620 -0.8333 2.4761
H: 4.3914 0.7217 2.3630
H: 2.2947 1.6785 2.5685

Force components x, y, z for each atom (eV/Å):
0.2 0.1 0.0
-0.1 0.0 0.6
-0.1 0.1 -0.4
0.0 -0.1 0.1
0.0 0.2 -0.1
-0.1 -0.1 -0.3
0.0 0.0 -0.1
0.1 -0.1 0.2
0.0 0.1 -0.1
-0.1 0.0 0.0
-0.1 0.0 0.0
0.0 0.0 -0.1
0.1 0.1 0.0
0.1 -0.2 0.1
0.0 -0.1 0.0
-0.1 0.0 0.0
0.0 0.1 0.1
0.0 -0.1 0.0
0.0 0.0 0.0
0.0 0.0 0.0
0.1 0.0 0.0
0.0 0.0 0.0
0.0 -0.1 0.0
0.0 0.0 -0.1
0.0 0.0 0.0
-0.1 0.2 0.1
0.1 -0.1 0.0
0.0 0.0 0.0
0.0 0.0 0.0
0.0 0.0 0.0
0.0 0.0 0.0
0.0 -0.1 0.0
-0.1 0.0 0.0